(1)
The following is a DFT calculation (ωB97M-V/def2-TZVPD) of a molecular structure, C16H47BN3O8Zr at a distorted geometry.

Geometry as ORCA input:
```
! wB97M-V def2-TZVPD RIJCOSX def2/J DEFGRID3
* xyz -1 1
Zr 24.45 2.81 12.92
B 23.77 4.87 13.33
H 22.94 4.38 12.84
H 24.60 4.90 12.64
H 23.53 5.91 13.52
H 24.04 4.37 14.25
O 24.87 0.67 11.99
C 23.77 -0.18 12.41
C 22.41 0.56 12.87
O 22.62 1.80 13.53
H 24.02 -0.92 13.17
H 23.54 -0.78 11.52
H 21.73 -0.17 13.31
H 21.91 0.99 12.00
O 26.56 3.33 12.23
C 27.51 3.07 13.29
C 26.91 2.73 14.70
O 25.55 2.20 14.76
H 28.47 3.58 13.28
H 27.92 2.15 12.89
H 26.99 3.54 15.43
H 27.44 1.91 15.18
C 24.38 9.26 9.74
C 24.36 7.89 10.41
C 25.69 7.68 11.17
O 26.77 7.46 10.24
C 27.87 6.78 10.83
N 23.25 7.83 11.35
H 23.38 9.47 9.34
H 25.06 9.45 8.91
H 24.72 10.00 10.47
H 24.24 7.10 9.67
H 25.46 6.81 11.79
H 25.83 8.52 11.85
H 28.42 6.46 9.94
H 27.44 5.87 11.26
H 28.41 7.35 11.58
H 23.29 6.97 11.88
H 23.40 8.60 11.99
C 20.26 5.57 9.09
C 20.92 4.99 10.35
C 20.45 3.58 10.63
O 19.02 3.60 10.48
C 18.40 2.39 10.99
N 22.33 5.27 10.23
H 20.56 6.54 8.68
H 19.28 5.94 9.39
H 20.25 4.89 8.24
H 20.56 5.61 11.17
H 20.72 3.28 11.65
H 20.76 2.83 9.91
H 18.41 2.25 12.07
H 18.93 1.48 10.73
H 17.34 2.47 10.76
H 22.54 6.25 10.25
H 22.73 5.17 9.30
C 25.00 4.76 17.41
C 25.89 4.15 18.53
C 25.34 4.51 19.89
O 25.63 5.87 20.26
C 24.99 6.34 21.44
N 25.54 2.73 18.35
H 24.97 5.84 17.54
H 23.95 4.52 17.29
H 25.51 4.75 16.44
H 26.96 4.31 18.39
H 25.73 3.84 20.65
H 24.27 4.32 19.96
H 23.93 6.18 21.28
H 25.17 7.41 21.46
H 25.46 6.04 22.38
H 24.79 2.40 18.94
H 25.22 2.62 17.40
O 23.87 3.03 10.81
H 23.94 2.49 10.02
H 23.37 3.79 10.54
*
```

Mulliken population analysis, charges in e, atoms 1 to 4:
1 Zr 0.8352
2 B 0.8846
3 H -0.2380
4 H 0.0796

(2)
The following is a DFT calculation (ωB97M-V/def2-TZVPD) of a molecular structure, C16H47BN3O8Zr at a distorted geometry.

Geometry as ORCA input:
```
! wB97M-V def2-TZVPD RIJCOSX def2/J DEFGRID3
* xyz -1 1
Zr 2.39 1.10 1.96
B 0.73 0.31 0.71
H 1.16 1.28 0.51
H 1.54 -0.40 0.58
H 0.39 0.29 1.73
H -0.08 0.15 0.01
O 4.09 0.30 0.78
C 4.64 1.32 -0.09
C 3.74 2.61 -0.33
O 2.97 2.97 0.82
H 4.86 0.91 -1.07
H 5.61 1.61 0.30
H 3.07 2.42 -1.16
H 4.31 3.42 -0.78
O 2.24 -0.48 3.54
C 1.38 -0.17 4.66
C 0.80 1.35 4.61
O 1.00 2.12 3.40
H 1.81 -0.46 5.62
H 0.54 -0.86 4.58
H 1.41 1.94 5.29
H -0.23 1.47 4.93
C -2.99 1.83 2.23
C -2.49 3.33 2.09
C -1.89 3.59 0.72
O -1.38 4.91 0.74
C -0.78 5.35 -0.46
N -3.63 4.22 2.33
H -2.13 1.16 2.22
H -3.68 1.59 1.41
H -3.35 1.65 3.24
H -1.69 3.43 2.84
H -2.63 3.53 -0.08
H -1.10 2.87 0.50
H -0.29 6.32 -0.47
H -1.58 5.40 -1.20
H 0.03 4.69 -0.73
H -4.17 4.08 1.49
H -3.26 5.15 2.18
C -2.52 2.48 -3.04
C -1.95 1.25 -2.56
C -2.41 -0.08 -3.19
O -3.84 -0.27 -3.16
C -4.27 -1.66 -3.20
N -0.52 1.35 -2.83
H -2.24 3.31 -2.39
H -3.61 2.46 -3.02
H -2.30 2.77 -4.07
H -2.12 1.19 -1.49
H -1.96 -0.90 -2.63
H -2.14 -0.25 -4.24
H -3.81 -2.12 -2.33
H -3.98 -2.02 -4.19
H -5.35 -1.74 -3.12
H -0.16 0.84 -2.03
H -0.22 0.83 -3.63
C 2.74 -6.96 -1.55
C 3.22 -5.65 -0.86
C 1.98 -4.92 -0.17
O 1.05 -4.50 -1.16
C -0.05 -3.71 -0.67
N 4.32 -5.84 -0.01
H 3.61 -7.57 -1.77
H 2.21 -6.73 -2.47
H 1.99 -7.46 -0.95
H 3.61 -5.02 -1.66
H 2.25 -4.00 0.35
H 1.45 -5.50 0.58
H 0.48 -2.87 -0.22
H -0.75 -4.22 -0.01
H -0.64 -3.27 -1.47
H 4.57 -4.97 0.44
H 4.04 -6.34 0.83
O -1.69 -1.45 0.56
H -1.04 -0.76 0.41
H -1.32 -1.98 1.27
*
```

Mulliken population analysis, charges in e, atoms 1 to 4:
1 Zr 0.9649
2 B 2.0933
3 H 0.0811
4 H -0.0242

(3)
The following is a DFT calculation (ωB97M-V/def2-TZVPD) of 7 unconnected molecules or ions with the total composition C16H47NO7 at a distorted geometry.

Geometry as ORCA input:
```
! wB97M-V def2-TZVPD RIJCOSX def2/J DEFGRID3
* xyz 0 1
C 2.53 -3.52 -0.09
C 1.63 -4.06 -1.10
O 0.47 -4.56 -0.59
H 2.98 -4.15 0.68
H 1.99 -2.77 0.49
H 3.25 -2.97 -0.69
H 2.05 -4.76 -1.83
H 1.32 -3.28 -1.79
H -0.16 -3.86 -0.45
C 0.05 -1.38 -4.15
C -1.09 -1.43 -3.20
O -0.61 -0.88 -2.03
H -0.03 -2.10 -4.96
H 1.06 -1.50 -3.77
H 0.08 -0.42 -4.67
H -1.48 -2.44 -3.11
H -1.89 -0.71 -3.36
H -0.19 -0.04 -2.23
C -6.05 -3.11 -0.65
C -4.56 -2.96 -0.99
O -4.43 -2.18 -2.19
H -6.49 -2.11 -0.63
H -6.07 -3.61 0.32
H -6.71 -3.64 -1.35
H -4.29 -4.00 -1.15
H -4.00 -2.52 -0.16
H -4.79 -2.63 -2.95
C -1.39 4.23 -2.33
C -1.91 2.80 -2.36
O -3.26 3.05 -2.72
H -1.88 4.83 -1.57
H -1.78 4.69 -3.24
H -0.31 4.36 -2.29
H -1.70 2.16 -1.51
H -1.29 2.36 -3.14
H -3.83 2.34 -2.43
C -0.62 0.39 1.18
C -1.60 -0.75 1.20
O -1.10 -1.84 0.48
H -1.12 1.20 1.70
H -0.45 0.57 0.12
H 0.29 0.15 1.74
H -2.52 -0.32 0.79
H -1.73 -1.07 2.23
H -1.12 -1.69 -0.46
C 2.18 0.50 -0.72
C 1.63 1.71 -1.51
O 1.05 1.23 -2.67
H 2.95 0.01 -1.32
H 1.26 -0.08 -0.74
H 2.35 0.68 0.34
H 2.36 2.48 -1.77
H 0.90 2.35 -1.00
H 1.67 1.17 -3.40
C 0.97 2.86 3.53
C 2.21 2.49 4.36
C 3.25 1.60 3.58
O 4.39 1.24 4.31
C 4.01 0.38 5.30
N 2.89 3.73 4.75
H 1.29 3.02 2.50
H 0.47 3.80 3.74
H 0.20 2.10 3.45
H 1.87 1.92 5.23
H 3.71 2.11 2.73
H 2.81 0.72 3.12
H 3.44 0.78 6.14
H 4.83 -0.14 5.79
H 3.32 -0.38 4.93
H 3.87 3.50 4.64
H 2.85 4.32 3.93
*
```

* SMILES: COC[C@H](C)N.CCO.CCO.CCO.CCO.CCO.CCO

Mulliken population analysis, charges in e, atoms 1 to 4:
1 C -0.7052
2 C 0.2423
3 O -0.5824
4 H 0.3313

For reference, HOMO level by record: -4.72, -5.82, -9.46 eV.
For reference, ΔE to the lowest compared entry with this formula, charge and spin by record: 15.74, 0.00, 45.19 kcal per mole.